{"formula": "C17H31ClF3N4O5P", "method": "ωB97M-V/def2-TZVPD", "homo_lumo_gap_ha": 0.348, "smiles": "N#C[C@@](CN)(CON=O)[C@@](C#N)(CCC(F)(F)F)P(O)Cl.CCOCC.CCOCC", "charge": 0, "total_energy_ev": -64290.710, "elements": ["N", "C", "C", "C", "N", "C", "O", "N", "O", "C", "C", "N", "C", "C", "C", "F", "F", "F", "P", "O", "Cl", "H", "H", "H", "H", "H", "H", "H", "H", "H", "H", "H", "C", "C", "O", "C", "C", "H", "H", "H", "H", "H", "H", "H", "H", "H", "H", "C", "C", "O", "C", "C", "H", "H", "H", "H", "H", "H", "H", "H", "H", "H"], "xyz": [[-0.24, 3.04, -0.69], [0.60, 2.41, -0.23], [1.70, 1.61, 0.33], [1.04, 0.53, 1.25], [-0.09, -0.07, 0.57], [2.45, 0.88, -0.82], [1.68, 0.80, -2.00], [2.34, 1.44, -3.07], [1.71, 1.37, -4.04], [2.65, 2.54, 1.18], [3.36, 1.68, 2.13], [3.91, 0.99, 2.87], [3.75, 3.31, 0.39], [3.32, 4.04, -0.89], [3.85, 5.45, -0.98], [5.13, 5.54, -0.57], [3.16, 6.35, -0.25], [3.82, 5.89, -2.25], [1.55, 3.68, 2.25], [1.43, 4.92, 1.20], [3.03, 4.43, 3.48], [0.71, 1.01, 2.17], [1.80, -0.22, 1.48], [-0.95, -0.03, 1.09], [0.07, -1.02, 0.27], [3.39, 1.37, -1.07], [2.67, -0.14, -0.50], [4.54, 2.60, 0.17], [4.20, 4.03, 1.08], [2.24, 4.08, -1.04], [3.74, 3.55, -1.77], [1.76, 5.75, 1.57], [-3.81, -2.36, -2.22], [-3.65, -1.47, -0.99], [-2.59, -0.55, -1.08], [-2.64, 0.40, -2.13], [-3.85, 1.31, -2.08], [-2.88, -2.88, -2.43], [-4.59, -3.10, -2.04], [-4.09, -1.78, -3.10], [-3.41, -2.09, -0.12], [-4.60, -0.96, -0.77], [-2.57, -0.10, -3.10], [-1.73, 0.99, -2.01], [-4.78, 0.77, -2.23], [-3.77, 2.06, -2.87], [-3.90, 1.83, -1.12], [0.08, -4.74, 2.78], [-1.32, -4.14, 2.73], [-1.72, -3.72, 1.44], [-1.77, -4.72, 0.44], [-2.74, -5.86, 0.74], [0.81, -4.03, 2.39], [0.34, -4.97, 3.81], [0.15, -5.66, 2.21], [-1.36, -3.24, 3.35], [-2.05, -4.85, 3.15], [-0.77, -5.12, 0.24], [-2.10, -4.20, -0.46], [-2.44, -6.43, 1.62], [-2.78, -6.54, -0.11], [-3.74, -5.47, 0.92]]}

***

{"formula": "C17H31CuNO4", "method": "ωB97M-V/def2-TZVPD", "homo_lumo_gap_ha": 0.273, "charge": 1, "total_energy_ev": -72443.159, "elements": ["C", "C", "C", "C", "C", "C", "C", "C", "C", "C", "O", "C", "O", "C", "C", "C", "N", "C", "C", "O", "C", "O", "H", "H", "H", "H", "H", "H", "H", "H", "H", "H", "H", "H", "H", "H", "H", "H", "H", "H", "H", "H", "H", "H", "H", "H", "H", "H", "H", "H", "H", "H", "H", "Cu"], "xyz": [[-3.97, -1.60, 0.21], [-2.70, -1.93, -0.56], [-2.14, -0.81, -1.47], [-2.87, 0.53, -1.40], [-2.48, 1.49, -2.53], [-1.07, 2.07, -2.41], [0.02, 1.23, -3.08], [1.38, 1.25, -2.38], [1.32, 1.06, -0.86], [2.16, -0.08, -0.35], [1.94, -1.34, -1.08], [2.70, -2.20, -0.44], [3.30, -3.10, -1.00], [2.68, -1.84, 1.07], [1.89, -0.50, 1.10], [0.43, -0.91, 1.38], [0.19, -1.54, 2.67], [2.44, 0.47, 2.13], [1.56, 1.68, 2.42], [1.16, 1.65, 3.79], [-0.12, 2.15, 3.96], [-0.42, 3.33, 3.79], [-3.82, -0.74, 0.86], [-4.22, -2.44, 0.85], [-4.82, -1.45, -0.44], [-2.91, -2.79, -1.18], [-1.94, -2.23, 0.16], [-1.11, -0.63, -1.20], [-2.16, -1.14, -2.50], [-2.69, 1.02, -0.45], [-3.94, 0.39, -1.48], [-3.18, 2.32, -2.51], [-2.62, 0.96, -3.47], [-0.89, 2.26, -1.36], [-1.08, 3.03, -2.89], [0.16, 1.64, -4.07], [-0.28, 0.20, -3.22], [2.00, 0.47, -2.80], [1.88, 2.18, -2.61], [1.73, 1.94, -0.38], [0.31, 0.94, -0.49], [3.21, 0.14, -0.50], [2.18, -2.69, 1.53], [3.71, -1.77, 1.46], [-0.22, -0.05, 1.33], [0.08, -1.57, 0.60], [0.82, -1.22, 3.39], [0.25, -2.54, 2.64], [2.59, -0.04, 3.08], [3.42, 0.82, 1.81], [2.10, 2.59, 2.19], [0.68, 1.70, 1.78], [-0.85, 1.39, 4.28], [4.21, -3.72, 0.63]]}

***

{"formula": "C17H31F5FeP2", "method": "ωB97M-V/def2-TZVPD", "de_lowest_kcal_mol": 0.0, "homo_lumo_gap_ha": [0.220, 0.280], "charge": 0, "spin_multiplicity": 5, "total_energy_ev": -84679.466, "elements": ["P", "P", "C", "C", "H", "H", "H", "H", "C", "H", "H", "H", "C", "H", "H", "H", "C", "H", "H", "H", "C", "H", "H", "H", "Fe", "C", "C", "C", "C", "C", "C", "C", "C", "C", "H", "H", "H", "H", "H", "H", "H", "H", "H", "H", "H", "H", "H", "H", "H", "F", "C", "F", "C", "F", "F", "F"], "xyz": [[0.01, -1.69, -2.35], [0.25, 1.58, -2.15], [-0.29, -0.64, -3.86], [0.47, 0.70, -3.80], [-1.37, -0.47, -3.93], [0.02, -1.22, -4.74], [1.55, 0.55, -3.93], [0.12, 1.37, -4.59], [-1.42, 2.28, -2.53], [-1.70, 2.99, -1.73], [-2.19, 1.49, -2.56], [-1.41, 2.81, -3.49], [1.26, 3.06, -2.55], [0.89, 3.56, -3.45], [2.30, 2.75, -2.70], [1.21, 3.75, -1.70], [-0.99, -3.15, -2.76], [-0.87, -3.89, -1.96], [-0.69, -3.59, -3.72], [-2.05, -2.85, -2.81], [1.69, -2.28, -2.79], [2.42, -1.45, -2.78], [1.69, -2.75, -3.78], [2.02, -3.01, -2.04], [0.18, -0.11, 2.84], [0.75, 1.50, 1.36], [-0.65, 1.39, 1.33], [-1.46, 0.57, 0.38], [-1.84, -0.90, 0.78], [-0.78, -1.69, 1.45], [0.60, -1.62, 1.21], [1.26, -0.74, 0.21], [1.74, 0.69, 0.60], [0.43, -1.62, 4.14], [1.17, 2.34, 1.91], [-1.22, 2.10, 1.93], [-0.95, 0.50, -0.60], [-2.41, 1.11, 0.18], [-2.72, -0.84, 1.45], [-2.20, -1.42, -0.13], [-1.13, -2.45, 2.15], [1.25, -2.32, 1.74], [0.54, -0.57, -0.62], [2.12, -1.29, -0.22], [2.67, 0.58, 1.19], [2.04, 1.22, -0.33], [1.36, -1.40, 4.70], [0.51, -2.60, 3.65], [-0.41, -1.64, 4.86], [0.10, 2.57, 4.02], [0.15, 1.25, 4.50], [1.32, 1.12, 5.22], [-1.05, 1.11, 5.46], [-1.15, 2.21, 6.26], [-2.23, 1.02, 4.77], [-0.94, 0.04, 6.28]]}

***

{"formula": "C17H31IIrNS4Si", "method": "ωB97M-V/def2-TZVPD", "homo_lumo_gap_ha": [0.239, 0.115], "charge": 3, "spin_multiplicity": 6, "total_energy_ev": -81749.936, "elements": ["Ir", "C", "C", "S", "C", "C", "S", "C", "C", "S", "C", "C", "S", "H", "H", "H", "H", "H", "H", "H", "H", "H", "H", "H", "H", "H", "H", "H", "H", "I", "C", "C", "C", "C", "N", "C", "H", "H", "H", "H", "C", "Si", "C", "C", "C", "H", "H", "H", "H", "H", "H", "H", "H", "H", "H", "H"], "xyz": [[-0.29, -0.38, -0.33], [-0.67, -0.19, -3.83], [0.62, 0.59, -3.62], [1.49, 0.19, -2.08], [2.19, -1.45, -2.43], [2.64, -2.07, -1.12], [1.28, -2.34, 0.05], [0.43, -3.78, -0.66], [-0.96, -3.87, -0.06], [-1.99, -2.41, -0.36], [-2.44, -2.59, -2.11], [-2.97, -1.25, -2.58], [-1.77, 0.10, -2.41], [-0.49, -1.25, -3.95], [-1.18, 0.18, -4.72], [0.43, 1.66, -3.57], [1.31, 0.43, -4.45], [3.05, -1.32, -3.10], [1.46, -2.07, -2.94], [3.35, -1.42, -0.60], [3.14, -3.02, -1.29], [1.01, -4.67, -0.39], [0.40, -3.70, -1.74], [-0.92, -3.98, 1.03], [-1.49, -4.75, -0.44], [-3.21, -3.36, -2.19], [-1.57, -2.90, -2.69], [-3.85, -0.94, -2.01], [-3.28, -1.29, -3.63], [3.86, -0.50, 4.54], [3.24, 0.56, 2.90], [3.94, 1.69, 2.46], [3.45, 2.36, 1.36], [2.31, 1.88, 0.73], [1.64, 0.79, 1.14], [2.09, 0.15, 2.21], [4.83, 2.03, 2.97], [3.95, 3.25, 0.99], [1.90, 2.39, -0.13], [1.51, -0.71, 2.55], [-3.31, 2.47, 2.98], [-1.50, 2.10, 2.15], [-0.20, 2.40, 3.44], [-1.83, 3.67, 1.04], [-1.58, 0.56, 1.19], [-3.31, 3.41, 3.53], [-3.20, 1.59, 3.63], [-4.11, 2.37, 2.25], [-0.45, 3.27, 4.04], [0.77, 2.58, 2.97], [-0.09, 1.55, 4.11], [-1.99, 4.57, 1.62], [-2.61, 3.48, 0.31], [-0.83, 3.67, 0.58], [-2.55, 0.56, 0.68], [-1.62, -0.26, 1.93]]}

***

{"formula": "C17H31IO7S", "method": "ωB97M-V/def2-TZVPD", "de_lowest_kcal_mol": 86.9, "homo_lumo_gap_ha": 0.362, "charge": 0, "total_energy_ev": -51396.009, "elements": ["C", "C", "O", "O", "C", "C", "C", "C", "C", "O", "S", "O", "O", "C", "C", "C", "C", "C", "C", "C", "I", "O", "C", "C", "C", "O", "H", "H", "H", "H", "H", "H", "H", "H", "H", "H", "H", "H", "H", "H", "H", "H", "H", "H", "H", "H", "H", "H", "H", "H", "H", "H", "H", "H", "H", "H", "H"], "xyz": [[4.32, 2.89, 2.27], [3.94, 3.34, 0.79], [4.48, 2.72, -0.15], [3.02, 4.40, 0.64], [2.32, 4.30, -0.64], [1.27, 3.10, -0.53], [0.33, 2.95, -1.83], [-0.97, 2.04, -1.48], [-0.73, 0.49, -1.91], [0.66, 0.24, -1.64], [1.40, -0.94, -2.56], [0.65, -1.29, -3.81], [1.28, -2.35, -1.60], [0.26, -2.21, -0.58], [0.20, -3.65, 0.17], [1.41, -3.89, 1.17], [2.83, -4.09, 0.46], [1.58, -2.80, 2.32], [-1.15, -2.03, -1.31], [-1.76, -0.52, -1.20], [-3.54, -0.56, -2.46], [-1.95, -0.32, 0.20], [-3.05, 0.53, 0.58], [-4.38, -0.28, 1.05], [-5.69, 0.48, 0.49], [-4.46, -0.33, 2.50], [4.08, 3.69, 3.04], [5.43, 2.64, 2.35], [3.76, 1.94, 2.57], [1.71, 5.26, -0.75], [3.02, 4.23, -1.52], [1.80, 2.10, -0.35], [0.62, 3.27, 0.39], [0.89, 2.53, -2.73], [-0.01, 4.01, -2.10], [-1.08, 2.13, -0.34], [-1.88, 2.49, -1.98], [-1.01, 0.48, -3.03], [0.48, -1.46, 0.24], [0.15, -4.44, -0.66], [-0.76, -3.72, 0.78], [1.19, -4.88, 1.71], [3.62, -4.58, 1.12], [2.77, -4.61, -0.56], [3.22, -3.03, 0.22], [1.93, -1.77, 1.95], [0.61, -2.72, 2.92], [2.38, -3.15, 3.05], [-1.91, -2.67, -0.73], [-1.19, -2.42, -2.38], [-3.29, 1.38, -0.14], [-2.71, 1.07, 1.54], [-4.41, -1.32, 0.59], [-5.79, 1.54, 0.92], [-6.64, -0.09, 0.81], [-5.72, 0.52, -0.64], [-3.56, -0.62, 2.79]]}

***

{"formula": "C17H31N3O4PS", "method": "ωB97M-V/def2-TZVPD", "homo_lumo_gap_ha": 0.256, "charge": 1, "total_energy_ev": -50907.664, "elements": ["C", "C", "O", "O", "C", "C", "C", "C", "C", "C", "C", "N", "N", "N", "P", "S", "H", "H", "H", "H", "H", "H", "H", "H", "H", "H", "H", "H", "H", "H", "H", "C", "C", "C", "O", "C", "H", "H", "H", "H", "H", "H", "H", "H", "C", "C", "C", "O", "C", "H", "H", "H", "H", "H", "H", "H", "H"], "xyz": [[-0.32, -2.01, 2.54], [0.34, -1.22, 1.42], [1.55, -1.23, 1.34], [-0.40, -0.48, 0.52], [-0.35, -1.11, -0.77], [0.59, -0.31, -1.72], [1.96, -0.96, -1.77], [2.07, -2.22, -2.44], [3.29, -2.85, -2.46], [4.37, -2.19, -1.79], [5.73, -2.90, -1.79], [6.71, -2.00, -2.43], [4.26, -1.04, -1.20], [3.06, -0.50, -1.21], [2.94, 1.08, -0.35], [3.22, 2.46, -1.68], [0.25, -1.82, 3.45], [-0.23, -3.09, 2.33], [-1.36, -1.73, 2.73], [-1.34, -1.21, -1.21], [0.07, -2.12, -0.65], [0.16, -0.42, -2.73], [0.59, 0.77, -1.52], [1.19, -2.65, -2.92], [3.41, -3.82, -2.93], [5.62, -3.85, -2.32], [6.01, -3.02, -0.73], [7.48, -2.57, -2.77], [7.07, -1.37, -1.73], [4.01, 1.12, 0.55], [1.68, 1.16, 0.28], [-4.89, -1.43, 3.56], [-4.78, -0.29, 2.56], [-4.56, -1.04, 1.25], [-5.23, -2.29, 1.38], [-5.62, -2.49, 2.74], [-5.41, -1.17, 4.48], [-3.89, -1.79, 3.83], [-5.72, 0.26, 2.52], [-3.98, 0.42, 2.79], [-3.49, -1.24, 1.09], [-4.94, -0.50, 0.39], [-6.70, -2.36, 2.81], [-5.37, -3.50, 3.05], [-0.78, 5.08, 0.28], [-0.63, 5.51, -1.17], [-0.13, 4.24, -1.82], [-0.68, 3.14, -1.07], [-1.25, 3.64, 0.14], [-1.46, 5.70, 0.86], [0.20, 5.11, 0.78], [-1.61, 5.78, -1.58], [0.04, 6.36, -1.32], [0.96, 4.17, -1.77], [-0.43, 4.15, -2.87], [-2.34, 3.59, 0.05], [-0.94, 3.01, 0.98]]}